ORCA calculation (ωB97M-V with the def2-TZVPD basis set) on a molecular structure, C16H25Br3N6O7 in a non-equilibrium geometry.

```
57
Properties=species:S:1:pos:R:3:lowdin_charge:R:1
C 0.263 19.314 -14.849 -1.57
Br -1.397 20.205 -14.623 0.74
Br 0.198 17.849 -16.122 0.61
Br 0.893 18.596 -13.130 0.54
H 1.092 19.961 -15.099 -0.09
C 1.754 22.500 -17.322 0.01
C 1.840 23.384 -16.255 0.01
C 2.467 22.976 -15.090 -0.31
C 3.037 21.711 -15.019 -0.03
C 2.928 20.811 -16.078 -0.06
C 2.259 21.218 -17.237 -0.32
O 2.330 20.469 -18.389 0.04
O 2.555 23.845 -14.020 0.03
H 1.452 22.834 -18.307 0.13
H 1.317 24.332 -16.241 0.13
H 3.635 21.372 -14.177 0.12
H 3.545 19.922 -16.008 0.12
H 2.887 19.698 -18.263 0.10
H 3.184 23.509 -13.375 0.11
C -1.499 23.705 -15.461 -0.04
C -0.652 24.004 -14.407 -0.04
C -0.455 25.342 -14.057 -0.33
C -1.143 26.348 -14.697 -0.01
C -1.965 26.015 -15.777 -0.01
C -2.174 24.698 -16.147 -0.34
O -2.938 24.414 -17.240 0.00
O 0.475 25.674 -13.110 0.03
H -1.595 22.680 -15.791 0.05
H -0.095 23.287 -13.818 0.11
H -1.055 27.388 -14.416 0.11
H -2.394 26.785 -16.409 0.11
H -3.554 23.673 -17.036 0.05
H 0.982 24.906 -12.838 0.07
C -4.355 21.132 -17.513 -0.61
O -4.041 22.009 -16.704 0.01
N -4.438 19.815 -17.116 0.16
N -4.768 21.413 -18.793 0.17
H -3.986 19.627 -16.236 0.05
H -4.725 19.053 -17.696 0.10
H -5.256 20.739 -19.344 0.10
H -4.660 22.378 -19.051 0.11
C -4.565 21.031 -12.443 -0.67
O -3.378 21.164 -12.240 0.00
N -5.034 20.195 -13.442 0.15
N -5.521 21.627 -11.659 0.15
H -4.282 19.928 -14.057 0.04
H -5.956 20.325 -13.814 0.09
H -5.327 22.394 -11.048 0.10
H -6.477 21.494 -11.941 0.09
C 3.089 14.566 -16.881 -0.68
O 2.825 13.453 -17.248 0.05
N 4.232 15.248 -17.232 0.14
N 2.283 15.254 -15.986 0.12
H 4.407 16.161 -16.857 0.08
H 4.930 14.892 -17.852 0.10
H 1.573 14.779 -15.468 0.09
H 2.434 16.229 -15.819 0.02
```

The calculation puts the highest occupied orbital energy at -0.2747 hartree. For the max |F|, the calculation gives 0.0314 hartree/bohr. The calculation puts the calculated total energy at -250400.1602 eV.